DFT (ωB97M-V/def2-TZVPD) results for a gas-phase ion, C7H11N2 (charge +1) at a distorted geometry.

Results
- Maximum force: 7.4 eV/Å
- Orbital gap: 6.75 eV
- Relative energy (zero: lowest compared OMol25 entry of this formula, charge and spin): 448.2 kJ/mol
- LUMO energy: -5.232 eV
- Net charge: +1

Last column: Löwdin charge in e.
Element x y z (Å)
C -0.529786 2.831712 -1.272903  0.05
C -0.257296 1.469187 -1.398081  -0.15
C 1.132638 0.952304 -1.338055  -0.09
C 1.304228 -0.368328 -1.301106  -0.19
N 0.417923 -1.338160 -1.483364  0.13
C -0.303549 -1.945014 -0.796777  -0.17
N -0.751460 -1.680070 0.511125  0.15
C -0.236325 -0.801661 1.305862  -0.01
C -0.267048 -0.629157 2.810379  0.03
H -1.478483 3.281354 -1.477503  0.05
H 0.296064 3.538711 -1.408445  0.07
H -1.097407 0.792656 -1.458017  0.09
H 1.980845 1.555784 -1.492097  0.11
H 2.231379 -0.913952 -1.274479  0.14
H -0.966740 -2.682960 -1.183073  0.14
H -1.522979 -2.097725 1.049587  0.19
H 0.553503 -0.262070 0.751414  0.12
H 0.780887 -0.984316 3.043572  0.14
H -1.035842 -1.155857 3.294224  0.07
H -0.250551 0.437562 3.117736  0.12

Cartesian forces (eV/Å) of the 6 atoms listed first:
C 1.6105 -2.5217 -1.7719
C 0.2266 3.6406 0.8362
C -2.1734 -0.9761 -0.3642
C 2.4317 1.1290 0.0016
N 2.3379 1.6562 -3.5925
C -6.0561 -3.8358 1.7198

---

DFT (ωB97M-V/def2-TZVPD) results for 4 unconnected molecules or ions with the total composition C8H16Cl8 at a distorted geometry.

Results
- Maximum force: 1.6 eV/Å
- Orbital gap: 11.01 eV
- Relative energy (zero: lowest compared OMol25 entry of this formula, charge and spin): 99.3 kJ/mol
- LUMO energy: 0.328 eV

Last column: Löwdin charge in e.
Element x y z (Å)
Cl -5.730278 1.531795 -3.406138  0.56
C -4.094755 1.819919 -4.010855  -0.70
C -3.251768 0.809237 -3.293747  -0.69
Cl -1.573840 1.229012 -3.735349  0.54
H -3.738155 2.836415 -3.844530  0.07
H -4.188435 1.712705 -5.091520  0.07
H -3.445602 -0.202171 -3.650921  0.07
H -3.264099 0.692089 -2.210133  0.07
Cl -3.063299 4.715299 1.542257  0.52
C -4.322375 3.888119 2.542071  -0.67
C -5.117130 4.822058 3.421945  -0.66
Cl -6.124708 3.842881 4.556899  0.54
H -3.711211 3.292945 3.220563  0.06
H -5.045326 3.292959 1.984191  0.08
H -5.737855 5.431841 2.765462  0.07
H -4.497277 5.537467 3.962399  0.07
Cl 1.808238 -3.379273 2.044987  0.52
C 2.116664 -1.634037 2.163910  -0.65
C 0.798363 -0.826567 1.857314  -0.64
Cl -0.479145 -1.396302 2.944602  0.52
H 2.931855 -1.401242 1.478796  0.06
H 2.513358 -1.415965 3.155461  0.06
H 0.461272 -1.068655 0.849413  0.06
H 0.860592 0.239001 2.078217  0.06
Cl 6.708655 -6.337352 -1.580610  0.58
C 6.728915 -4.662509 -2.096122  -0.65
C 7.193118 -3.910134 -0.820143  -0.73
Cl 7.238597 -2.161623 -0.940896  0.55
H 5.768315 -4.401245 -2.540057  0.07
H 7.494579 -4.568726 -2.866227  0.07
H 8.197125 -4.219870 -0.530098  0.06
H 6.565614 -4.108070 0.048859  0.05

Cartesian forces (eV/Å) of the 6 atoms listed first:
Cl -0.8815 0.3889 0.2438
C -0.4902 0.1862 0.3055
C 1.0591 -0.9005 -0.7064
Cl 0.6164 -0.2021 -0.0048
H -0.3522 -0.0329 0.3980
H 0.5451 -0.4580 0.1387

---

DFT (ωB97M-V/def2-TZVPD) results for a molecular structure, C33H27HfN8S4.

Results
- Maximum force: 0.5 eV/Å
- Orbital gap: 7.19 eV
- Relative energy (zero: lowest compared OMol25 entry of this formula, charge and spin): 40.1 kJ/mol
- LUMO energy: -2.980 eV
- Net charge: +1

Last column: Löwdin charge in e.
Element x y z (Å)
Hf 0.630062 -0.325116 0.730990  1.39
C -1.777781 -7.268795 -0.215320  -0.04
C -1.580050 -5.786348 -0.076683  -0.27
C -2.661598 -4.916863 0.032510  -0.02
C -2.481113 -3.562369 0.218028  0.00
C -1.203624 -2.989078 0.269138  -0.21
N -0.994133 -1.633170 0.454751  -0.12
C -2.124565 -0.769029 0.452170  -0.33
C -2.887650 -0.566517 -0.704228  -0.06
C -3.920046 0.342397 -0.727998  -0.01
C -4.222595 1.129957 0.388626  -0.24
C -5.278389 2.192474 0.319221  -0.03
C -3.477154 0.940917 1.537976  0.04
C -2.457054 -0.008803 1.575967  -0.15
N -1.742658 -0.177428 2.796019  -0.08
C -2.217571 -0.217401 4.052293  -0.01
C -1.134284 -0.248844 4.905047  -0.01
C -0.016089 -0.214097 4.073200  -0.12
N -0.395811 -0.168036 2.796219  -0.11
C -0.117549 -3.866505 0.153977  -0.11
C -0.312225 -5.237466 0.008091  0.02
N 1.230359 -3.387808 0.242690  -0.05
C 2.318241 -4.098462 -0.104045  -0.02
C 3.414896 -3.572451 0.543936  -0.02
C 2.909143 -2.503813 1.272624  -0.16
N 1.589514 -2.373791 1.086792  -0.05
H -2.637364 -7.489579 -0.846965  0.08
H -1.957010 -7.731282 0.756983  0.09
H -0.904607 -7.748488 -0.655463  0.08
H -3.669497 -5.310873 -0.008661  0.12
H -3.347890 -2.925933 0.325351  0.11
H -2.632668 -1.137380 -1.587511  0.13
H -4.488481 0.478263 -1.639155  0.13
H -6.070333 1.917341 -0.375367  0.09
H -4.839536 3.130163 -0.027185  0.09
H -5.723547 2.375781 1.295994  0.08
H -3.663353 1.549103 2.414427  0.13
H -3.278275 -0.227332 4.234590  0.14
H -1.151648 -0.294074 5.978293  0.11
H 1.032468 -0.206906 4.317305  0.10
H 0.538703 -5.904440 -0.008603  0.11
H 2.237209 -4.937869 -0.770576  0.14
H 4.433411 -3.910517 0.484176  0.12
H 3.432315 -1.795908 1.893960  0.08
S -0.183082 1.115979 -1.251222  0.69
C 1.355435 0.626397 -1.915497  -0.72
C 1.860531 1.041143 -3.147561  -0.09
C 3.115200 0.607106 -3.520132  -0.04
C 3.850806 -0.216551 -2.667625  -0.04
C 3.280951 -0.602371 -1.477787  -0.11
N 2.045598 -0.216267 -1.125868  -0.11
H 1.271809 1.700190 -3.769197  0.12
H 3.535926 0.918252 -4.467301  0.12
H 4.844952 -0.549071 -2.926003  0.11
H 3.803651 -1.236580 -0.776739  0.10
S -1.165001 4.837143 0.413225  0.63
C 0.170342 3.934880 0.719389  -1.12
S 0.218308 2.674665 1.943565  0.94
C 1.820099 2.216625 1.398285  -1.12
N 2.278843 2.964839 0.460695  0.05
N 1.398709 3.956046 0.137036  -0.14
C 1.812128 4.882304 -0.874492  -0.21
C 1.603460 6.240602 -0.696359  -0.03
C 2.030491 7.118192 -1.680879  -0.06
C 2.665053 6.640545 -2.817884  -0.08
C 2.885800 5.279978 -2.970612  -0.07
C 2.459753 4.392214 -1.996328  -0.01
S 2.620748 0.776972 2.020347  0.54
H 1.112243 6.601078 0.194933  0.10
H 1.870680 8.179904 -1.553943  0.11
H 2.997178 7.330821 -3.581673  0.11
H 3.395690 4.908978 -3.849961  0.11
H 2.643526 3.332357 -2.083995  0.09

Cartesian forces (eV/Å) of the 6 atoms listed first:
Hf -0.2864 0.4164 -0.0813
C -0.0123 -0.0384 -0.0109
C 0.0258 0.0296 0.0055
C 0.0149 -0.0069 0.0036
C 0.0439 0.0150 0.0057
C 0.0785 -0.2566 0.0783

---

DFT (ωB97M-V/def2-TZVPD) results for 3 unconnected molecules or ions with the total composition C4H16NO2S at a distorted geometry.

Results
- Maximum force: 3.3 eV/Å
- Orbital gap: 8.57 eV
- Relative energy (zero: lowest compared OMol25 entry of this formula, charge and spin): 105.1 kJ/mol
- LUMO energy: -3.262 eV
- Net charge: +1

Last column: Löwdin charge in e.
Element x y z (Å)
C -0.711702 -0.299963 1.055160  -0.15
C -0.484174 -1.272500 -0.102243  -0.23
C -0.199630 -0.701922 -1.529383  -0.49
S -0.904687 0.898420 -2.046611  0.81
C -2.590110 0.716166 -1.470060  -0.41
N 0.443451 0.621014 1.332274  0.15
H -1.674328 0.153364 0.950082  0.10
H -0.679177 -1.001330 1.934385  0.15
H -1.284186 -2.019766 -0.118129  0.12
H 0.392216 -1.947801 0.062797  0.11
H -0.761977 -1.412345 -2.171044  0.07
H 0.814522 -0.754872 -1.903609  0.06
H -3.253540 1.263188 -2.171292  0.05
H -2.780764 1.084454 -0.475485  0.02
H -2.889266 -0.307735 -1.748743  0.06
H 1.352578 0.266967 1.045111  0.10
H 0.403817 1.615235 0.915729  0.16
H 0.469525 0.834368 2.329830  0.16
H 2.626511 2.233398 -0.034689  0.07
H 1.917330 1.810120 -1.231534  0.05
O 1.731048 2.292380 -0.414227  -0.07
H 3.073122 -1.751173 1.333085  0.07
H 2.602354 -1.083701 2.694474  0.07
O 2.387068 -1.235966 1.764122  -0.04

Cartesian forces (eV/Å) of the 6 atoms listed first:
C 1.2364 -2.8119 0.7342
C 1.9000 -0.1356 -0.8330
C -2.3510 -0.9868 -0.6445
S 0.6488 0.3814 0.6099
C -0.8790 -0.2705 -2.0202
N -1.1299 3.0405 -0.2561

---

DFT (ωB97M-V/def2-TZVPD) results for a molecular structure, C2H6O2Rb at a distorted geometry.

Results
- Maximum force: 1.5 eV/Å
- Orbital gap: 9.03 eV
- Relative energy (zero: lowest compared OMol25 entry of this formula, charge and spin): 407.0 kJ/mol
- LUMO energy: -3.738 eV
- Net charge: +1

Last column: Löwdin charge in e.
Element x y z (Å)
C -0.222497 -0.658742 1.441858  -0.05
C 0.464432 0.104427 0.340675  -0.17
O -0.519471 0.342316 -0.724989  -0.17
H 0.523272 -0.873863 2.217160  0.10
H -1.026801 -0.067523 1.899725  0.09
H -0.626885 -1.609007 1.072013  0.09
H 1.253728 -0.465203 -0.158429  0.13
H 0.836720 1.087333 0.651991  0.14
H -1.246234 0.936524 -0.397489  0.19
Rb 0.574417 -0.025945 -4.610974  0.97
O -0.010681 1.229685 -1.731540  -0.31

Cartesian forces (eV/Å) of the 6 atoms listed first:
C 0.0297 -0.1386 0.1431
C 0.1418 0.1685 0.1275
O -1.2938 0.4915 0.6308
H -0.2350 0.0193 -0.1226
H 0.1857 -0.1667 -0.0748
H 0.0843 0.2285 0.1434

---

DFT (ωB97M-V/def2-TZVPD) results for 2 unconnected molecules or ions with the total composition C6H17NO at a distorted geometry.

Results
- Maximum force: 5.8 eV/Å
- Orbital gap: 10.08 eV
- Relative energy (zero: lowest compared OMol25 entry of this formula, charge and spin): 212.9 kJ/mol
- LUMO energy: 0.941 eV

Last column: Löwdin charge in e.
Element x y z (Å)
C -2.220544 -2.448395 -0.240388  -0.11
C -2.029808 -1.357854 0.908134  -0.22
C -0.490821 -1.020410 1.242786  -0.24
N 0.088598 -0.234798 0.133273  -0.07
C 0.868113 0.927350 0.768689  -0.26
C 1.181432 1.951743 -0.287768  -0.27
C 0.171058 2.959879 -0.784866  -0.11
H -3.216487 -2.308001 -0.619998  0.05
H -1.438766 -2.337147 -0.988686  0.05
H -2.020403 -3.427763 0.300992  0.08
H -2.540779 -0.483149 0.537689  0.08
H -2.385852 -1.808439 1.825300  0.08
H 0.132501 -1.973509 1.356750  0.13
H -0.525501 -0.505145 2.222256  0.09
H -0.634531 0.163687 -0.432149  0.07
H 1.755862 0.443620 1.133707  0.09
H 0.493533 1.226831 1.820646  0.13
H 2.181921 2.491726 0.035399  0.14
H 1.500827 1.274066 -1.196584  0.12
H 0.725314 3.824676 -1.303418  0.11
H -0.476267 3.302593 0.022861  0.08
H -0.420797 2.604589 -1.466403  -0.01
O 3.467854 -1.017185 -1.655654  0.00
H 3.003560 -1.849332 -1.645713  0.04
H 2.829982 -0.399635 -1.686853  -0.07

Cartesian forces (eV/Å) of the 6 atoms listed first:
C 1.5482 0.0191 2.6348
C 2.4223 -1.6232 -0.9055
C -1.5081 -1.4014 -1.1736
N 1.0154 1.3364 2.4104
C -1.0142 -1.4973 0.6264
C 3.5154 -0.3679 -0.9506

---

Q: LUMO energy of number 1 (C7H11N2)?
A: -5.232 eV

---

Q: Among the records above, which one has the highest maximum force?
A: C7H11N2